{
  "formula": "BBrClH6N2",
  "method": "ωB97M-V with the def2-TZVPD basis set",
  "species": ["N", "B", "Cl", "Br", "H", "H", "N", "H", "H", "H", "H"],
  "positions_angstrom": [[0.75187, -0.11833, -1.35661], [1.55359, -1.03922, -0.59234], [1.02643, -2.65169, -0.21794], [3.18279, -0.43505, 0.18602], [-0.23833, -0.23728, -1.18914], [0.87841, -0.17788, -2.36131], [-1.43290, 0.93257, 1.10412], [-0.98170, 1.73476, 0.65327], [-2.23668, 0.62888, 0.54975], [-0.75363, 0.17011, 1.18239], [-1.74986, 1.19312, 2.04178]],
  "mulliken_charge": [-0.51, 0.39, -0.16, -0.14, 0.19, 0.27, -0.50, 0.40, 0.38, 0.29, 0.39],
  "total_charge": 1,
  "gap_ev": 8.9,
  "e_lumo_ev": -4.62
}

{
  "formula": "BCuH26O11",
  "method": "ωB97M-V with the def2-TZVPD basis set",
  "species": ["Cu", "B", "H", "H", "H", "H", "O", "H", "H", "O", "H", "H", "O", "H", "H", "O", "H", "H", "O", "H", "H", "O", "H", "H", "O", "H", "H", "O", "H", "H", "O", "H", "H", "O", "H", "H", "O", "H", "H"],
  "positions_angstrom": [[0.87874, -1.89003, -0.42638], [-0.08932, 0.14491, -0.02462], [0.04761, -0.32154, 1.04751], [-0.63287, 1.17613, -0.05379], [0.96742, 0.28016, -0.53265], [-0.68026, -0.60342, -0.70140], [0.63868, -3.03730, 1.38637], [1.02976, -2.73242, 2.21690], [0.33165, -3.93885, 1.55059], [3.83856, 1.32980, 0.30111], [3.85667, 2.06104, 0.92829], [3.11640, 1.56040, -0.32023], [-2.99822, 0.75840, -1.07045], [-2.16452, 1.11286, -0.73882], [-2.74800, -0.04239, -1.53940], [2.67372, -1.09705, 0.39933], [3.31190, -1.71203, 0.78506], [3.05938, -0.18874, 0.52890], [-1.98473, -0.63159, 2.47013], [-2.16674, 0.31753, 2.52899], [-1.21103, -0.73323, 1.89189], [1.95830, 2.42113, -1.46487], [1.04182, 2.11145, -1.46776], [1.89649, 3.36149, -1.67341], [1.45467, -1.13148, -2.45346], [0.89540, -0.41603, -2.78777], [2.35641, -0.77786, -2.46842], [-2.53734, -2.61467, 0.41479], [-3.38966, -3.04899, 0.53219], [-2.54729, -1.89507, 1.08121], [-0.50711, -3.00205, -1.50011], [-0.29934, -3.46367, -2.32410], [-1.33837, -3.37403, -1.15409], [-0.97614, 3.79662, -0.85051], [-0.43292, 3.73573, -0.05676], [-1.48917, 4.60483, -0.73170], [-1.88057, 2.39208, 2.35338], [-1.62926, 3.31111, 2.48308], [-1.65072, 2.17678, 1.44097]],
  "mulliken_charge": [-0.35, 3.82, -0.47, -0.83, -0.69, -0.61, -0.35, 0.29, 0.26, -0.69, 0.32, 0.39, -0.64, 0.22, 0.28, -0.38, 0.32, 0.28, -0.75, 0.39, 0.01, -0.68, 0.25, 0.31, -0.54, 0.30, 0.33, -0.55, 0.28, 0.36, -0.36, 0.30, 0.30, -0.62, 0.28, 0.30, -0.68, 0.31, 0.31],
  "total_charge": 1,
  "multiplicity": 2,
  "gap_ev": [9.5, 6.5],
  "e_above_lowest_ev": 0.3607,
  "e_lumo_ev": [-3.58, -6.59]
}

{
  "formula": "BF4H16O8",
  "method": "ωB97M-V with the def2-TZVPD basis set",
  "species": ["B", "F", "F", "F", "F", "O", "H", "H", "O", "H", "H", "O", "H", "H", "O", "H", "H", "O", "H", "H", "O", "H", "H", "O", "H", "H", "O", "H", "H"],
  "positions_angstrom": [[0.06330, 0.56777, 0.09124], [-0.45805, 1.63290, 0.76821], [-0.49690, -0.64200, 0.53050], [-0.02486, 0.78912, -1.30302], [1.37013, 0.53676, 0.38556], [2.01663, -0.58606, 2.64945], [1.78222, -0.05204, 1.89044], [2.96951, -0.66410, 2.60291], [-0.26807, -0.11012, -4.08240], [-0.23930, 0.16659, -3.16653], [-0.89005, -0.83762, -4.09389], [1.81347, -2.54163, 0.09798], [1.40679, -1.67529, 0.08046], [1.47043, -2.95175, 0.89194], [2.77694, 0.32332, -1.77361], [1.93553, 0.21997, -1.32912], [3.41823, -0.03452, -1.15966], [-2.70196, 0.82425, -0.86495], [-1.74880, 0.80676, -0.95103], [-2.86010, 1.28499, -0.04097], [-2.72771, -2.50733, 0.15872], [-2.07897, -1.80897, 0.07110], [-3.49814, -2.07444, 0.52651], [-2.57224, -0.13790, 2.19153], [-2.32341, 0.31456, 2.99750], [-1.74345, -0.44096, 1.82076], [1.52175, 3.41609, 0.27434], [1.45862, 2.46135, 0.30128], [0.62846, 3.72030, 0.43473]],
  "mulliken_charge": [0.68, -0.39, -0.41, -0.47, -0.48, -0.66, 0.42, 0.31, -0.56, 0.42, 0.34, -0.63, 0.26, 0.35, -0.51, 0.34, 0.37, -0.48, 0.42, 0.39, -0.54, 0.36, 0.37, -0.62, 0.31, 0.30, -0.62, 0.42, 0.32],
  "total_charge": 0,
  "multiplicity": 2,
  "gap_ev": [11.6, 2.6],
  "e_above_lowest_ev": 0.5049,
  "e_lumo_ev": [0.05, -8.32]
}

{
  "formula": "BF4H20O10",
  "method": "ωB97M-V with the def2-TZVPD basis set",
  "species": ["B", "F", "F", "F", "F", "O", "H", "H", "O", "H", "H", "O", "H", "H", "O", "H", "H", "O", "H", "H", "O", "H", "H", "O", "H", "H", "O", "H", "H", "O", "H", "H", "O", "H", "H"],
  "positions_angstrom": [[-0.16686, 0.26849, -0.07535], [0.65103, 1.07891, -0.89761], [-1.44533, 0.81249, -0.01174], [-0.19976, -1.04783, -0.53801], [0.45274, 0.21059, 1.17768], [2.32787, 2.36549, 2.43281], [3.23763, 2.58000, 2.66485], [1.81596, 2.58455, 3.22071], [0.96638, -4.11763, -1.04194], [0.27042, -4.48348, -1.59644], [0.82115, -3.16286, -1.07112], [1.33582, -1.32738, -3.65039], [2.16653, -1.36983, -3.16616], [0.65586, -1.33610, -2.96591], [-1.88770, -0.23338, 2.78798], [-1.55763, 0.63094, 3.05318], [-1.61434, -0.31839, 1.86996], [-3.87685, -0.36635, -1.43219], [-3.04588, -0.24393, -0.95803], [-3.92343, 0.39139, -2.02370], [-1.16060, 1.87652, -2.87256], [-0.74717, 1.28569, -2.22445], [-1.05201, 2.75345, -2.49331], [-0.88663, 2.90779, 1.44623], [-0.00332, 2.56636, 1.61373], [-1.24420, 2.31826, 0.74624], [2.42548, 2.95509, -0.32706], [2.04390, 2.12201, -0.66656], [2.09295, 3.02771, 0.57412], [-2.26794, -3.80307, 0.39489], [-2.16629, -4.73253, 0.61923], [-1.51085, -3.37067, 0.80792], [2.55203, -1.27443, 1.32680], [1.75535, -0.69231, 1.36178], [3.18567, -0.85553, 1.91442]],
  "mulliken_charge": [0.56, -0.45, -0.39, -0.35, -0.32, -0.57, 0.25, 0.30, -0.66, 0.32, 0.32, -0.64, 0.33, 0.28, -0.67, 0.35, 0.32, -0.70, 0.36, 0.32, -0.68, 0.28, 0.33, -0.73, 0.26, 0.40, -0.70, 0.42, 0.35, -0.62, 0.29, 0.33, -0.69, 0.50, 0.28],
  "total_charge": -1,
  "gap_ev": 10.2,
  "e_above_lowest_ev": 1.0155,
  "e_lumo_ev": 2.30
}

Number 1: E_tot -3171.99986 hartree. Number 2: E_tot -2508.25376 hartree. Number 3: E_tot -1035.86726 hartree. Number 4: E_tot -1189.05330 hartree.